1.
The following is a quantum chemistry calculation of a single C3H2OS3 molecule in a non-equilibrium geometry, from the OMol25 dataset.

HOMO: -9.02 eV
ΔE to the lowest compared entry with this formula, charge and spin: 39.6 kcal/mol
SMILES: S=C1OCSC1=S
multiplicity: 1
HOMO-LUMO gap: 7.1 eV

XYZ file:
```
9
C3H2OS3 (ωB97M-V/def2-TZVPD)
S -1.20 -2.24 1.19
C -0.47 -0.91 0.43
O -0.01 0.11 1.24
C 0.48 1.17 0.38
S 0.48 0.85 -1.41
C -0.29 -0.67 -1.05
S -0.26 -1.87 -2.14
H -0.16 2.04 0.65
H 1.43 1.51 0.72
```

Here are the natural (NBO) charges for atoms 1 to 6, given in e: atom 1 (S): 0.0242, atom 2 (C): 0.1525, atom 3 (O): -0.4472, atom 4 (C): -0.2426, atom 5 (S): 0.3889, atom 6 (C): -0.4432

---

2.
The following is a quantum chemistry calculation of a single C3H2S2 molecule in a non-equilibrium geometry, from the OMol25 dataset.

HOMO: -8.84 eV
ΔE to the lowest compared entry with this formula, charge and spin: 7.3 kcal/mol
SMILES: S=C=CC=S
multiplicity: 1
HOMO-LUMO gap: 8.1 eV

XYZ file:
```
7
C3H2S2 (ωB97M-V/def2-TZVPD)
S 2.62 0.89 0.03
C 1.04 0.88 0.05
C -0.25 0.66 0.05
C -0.76 -0.91 0.03
S 0.26 -2.15 0.04
H -1.02 1.53 0.04
H -1.88 -0.90 -0.25
```

Here are the natural (NBO) charges for atoms 1 to 6, given in e: atom 1 (S): 0.2071, atom 2 (C): -0.0084, atom 3 (C): -0.4833, atom 4 (C): -0.3001, atom 5 (S): 0.0957, atom 6 (H): 0.2713

---

3.
The following is a quantum chemistry calculation of a single C3H2S2 molecule in a non-equilibrium geometry, from the OMol25 dataset.

HOMO (spin up / spin down): -7.61 / -9.02 eV
ΔE to the lowest compared entry with this formula, charge and spin: 28.3 kcal/mol
multiplicity: 3
HOMO-LUMO gap (spin up / spin down): 7.4 / 6.5 eV

XYZ file:
```
7
C3H2S2 (ωB97M-V/def2-TZVPD)
C -1.20 -1.20 -0.01
C -2.45 -1.45 -0.03
C -0.30 -0.07 -0.06
S -3.48 -0.13 0.01
S -1.80 1.31 0.02
H 0.07 0.26 0.90
H 0.26 0.08 -0.89
```

Here are the natural (NBO) charges for atoms 1 to 6, given in e: atom 1 (C): 0.0775, atom 2 (C): -0.4741, atom 3 (C): -0.4977, atom 4 (S): 0.4742, atom 5 (S): -0.0857, atom 6 (H): 0.2638

---

4.
The following is a quantum chemistry calculation of a single C3H2S3 molecule, from the OMol25 dataset.

HOMO: -8.99 eV
ΔE to the lowest compared entry with this formula, charge and spin: 42.5 kcal/mol
SMILES: S=CC(=S)C=S
multiplicity: 1
HOMO-LUMO gap: 6.7 eV

XYZ file:
```
8
C3H2S3 (ωB97M-V/def2-TZVPD)
S 2.25 0.51 -0.53
C 1.16 0.12 0.60
C -0.31 0.17 0.41
S -1.25 0.65 1.65
C -0.96 -0.22 -0.87
S -0.46 -1.44 -1.81
H 1.45 -0.10 1.62
H -1.87 0.31 -1.07
```

Here are the natural (NBO) charges for atoms 1 to 6, given in e: atom 1 (S): 0.1583, atom 2 (C): -0.3400, atom 3 (C): -0.2375, atom 4 (S): 0.1580, atom 5 (C): -0.3384, atom 6 (S): 0.1585

---

5.
The following is a quantum chemistry calculation of 13 unconnected molecules or ions with the total composition C3H31NO14S in a non-equilibrium geometry, from the OMol25 dataset.

HOMO: -8.94 eV
ΔE to the lowest compared entry with this formula, charge and spin: 30.1 kcal/mol
multiplicity: 1
HOMO-LUMO gap: 9.0 eV

XYZ file:
```
50
C3H31NO14S (ωB97M-V/def2-TZVPD)
O 1.00 0.69 -1.40
C 1.15 1.01 -0.25
O 2.15 1.83 0.10
C 0.38 0.35 0.92
C 0.50 1.36 2.11
S 0.67 0.63 3.75
N -0.95 -0.04 0.42
H 2.51 2.23 -0.75
H 0.90 -0.61 1.16
H -0.52 1.86 1.84
H 1.40 2.05 1.96
H -0.59 0.32 4.01
H -1.03 -0.68 -0.29
H -1.44 0.73 0.18
H 3.83 -2.97 -0.78
H 2.85 -1.85 -0.93
O 2.93 -2.74 -1.01
H -1.87 -1.26 1.83
H -2.28 -0.28 3.02
O -2.27 -1.20 2.70
H -3.33 1.47 1.32
H -2.89 2.71 0.55
O -2.88 2.33 1.39
H -2.29 0.93 -4.09
H -1.19 0.20 -3.34
O -1.67 1.05 -3.40
H -1.42 4.66 -0.39
H -0.46 3.94 -1.37
O -0.95 3.82 -0.54
H 3.39 0.38 0.70
H 3.81 -0.93 1.40
O 3.92 -0.44 0.56
H -1.18 -3.75 2.69
H -0.67 -2.72 3.58
O -0.35 -3.40 3.02
H 0.91 1.95 -2.66
H -0.38 2.19 -3.36
O 0.44 2.67 -3.16
H -2.30 1.46 -1.96
H -2.14 2.74 -1.13
O -2.64 1.95 -1.20
H 1.41 -2.84 0.71
H 1.05 -2.86 2.19
O 1.77 -2.62 1.57
H 0.37 -1.63 -2.87
H -1.10 -1.98 -2.82
O -0.50 -1.20 -2.73
H 0.27 -4.55 -0.91
H 1.28 -3.33 -1.13
O 0.40 -3.61 -1.19
```

Here are the natural (NBO) charges for atoms 1 to 6, given in e: atom 1 (O): -0.6468, atom 2 (C): 0.8070, atom 3 (O): -0.7082, atom 4 (C): -0.1904, atom 5 (C): -0.5992, atom 6 (S): -0.0146

---

6.
The following is a quantum chemistry calculation of 13 unconnected molecules or ions with the total composition C3H31O13 in a non-equilibrium geometry, from the OMol25 dataset.

HOMO: -5.67 eV
ΔE to the lowest compared entry with this formula, charge and spin: 18.0 kcal/mol
multiplicity: 1
net charge: -1
HOMO-LUMO gap: 8.1 eV

XYZ file:
```
47
C3H31O13 (ωB97M-V/def2-TZVPD)
C -2.28 -0.20 -1.10
C -0.93 0.48 -1.05
C -0.81 1.31 0.22
O 0.16 -0.46 -1.12
H -3.13 0.40 -1.25
H -2.41 -0.87 -0.18
H -2.27 -0.99 -1.89
H -0.92 1.05 -1.92
H -1.81 1.53 0.52
H -0.25 2.20 0.15
H -0.48 0.82 1.08
O 2.62 -1.47 -3.02
H 2.07 -0.68 -3.03
H 3.49 -1.08 -3.17
O 2.28 1.06 -0.80
H 1.45 0.56 -0.88
H 2.83 0.38 -0.40
O 0.84 -1.60 1.24
H 1.05 -1.04 1.99
H 0.46 -1.05 0.58
O -2.99 -0.34 2.45
H -2.60 -0.85 1.73
H -2.72 0.51 2.17
O 2.05 1.03 -3.50
H 2.12 1.30 -2.60
H 1.24 1.36 -3.78
O -0.82 -0.83 4.08
H -1.42 -0.43 3.38
H -0.99 -1.78 3.98
O 2.10 3.50 0.56
H 1.88 2.60 0.22
H 1.36 3.52 1.17
O 0.03 -2.96 -2.25
H 0.08 -2.12 -1.78
H -0.70 -3.44 -1.91
O 1.58 0.66 3.04
H 1.36 0.69 3.98
H 2.49 0.31 3.00
O 0.27 2.98 2.73
H 0.82 2.18 2.80
H -0.51 2.54 2.29
O -1.59 -2.76 1.42
H -1.64 -3.50 0.82
H -0.69 -2.51 1.32
O -0.77 -0.62 -4.18
H -1.25 -0.04 -3.54
H -0.69 -1.36 -3.57
```

Here are the natural (NBO) charges for atoms 1 to 6, given in e: atom 1 (C): -0.6368, atom 2 (C): 0.0788, atom 3 (C): -0.6456, atom 4 (O): -0.9902, atom 5 (H): 0.1968, atom 6 (H): 0.1905